# 1
A structure of composition C44H46CdN8O2Sb. Source: the Open Molecules 2025 dataset; level of theory: ωB97M-V with the def2-TZVPD basis set.

Summary:
* HOMO energy (alpha / beta): -4.173 / -4.173 eV
* net charge: -1
* molecular weight: 953.08 g/mol
* frontier orbital gap (alpha / beta): 5.4 / 5.4 eV
* energy: -73495.123 eV

Positions of all 102 atoms, in Å:
Cd -0.34309 -1.18860 0.05826
O 0.04581 -4.48380 -2.71114
C 0.24021 -3.63260 -1.83024
N -0.33729 -2.44620 -1.68234
C -1.23639 -1.98100 -2.63024
C -1.16059 -2.35680 -3.97414
C -2.09359 -1.93830 -4.90064
C -3.12929 -1.11470 -4.49614
C -3.19679 -0.68150 -3.18694
C -2.26429 -1.08280 -2.22424
N -2.29049 -0.67100 -0.89704
C -3.32279 -0.00810 -0.38104
O -4.35079 0.42390 -0.92714
C -3.25619 0.18180 1.11656
C -4.45559 0.51800 1.75596
C -4.48009 0.67490 3.12456
C -3.30299 0.46190 3.82806
C -2.16859 0.11370 3.11356
N -2.12649 -0.00450 1.79416
C 1.22901 -3.99910 -0.74514
C 1.68861 -5.31830 -0.73094
C 2.61741 -5.70630 0.21096
C 3.07531 -4.75390 1.10796
C 2.56401 -3.46720 1.01696
N 1.65921 -3.09340 0.12796
H -0.35749 -3.00800 -4.27834
H -2.02079 -2.27010 -5.92814
H -3.89139 -0.80550 -5.19924
H -3.99819 -0.02930 -2.88324
H -5.33959 0.63650 1.14806
H -5.39389 0.94630 3.63816
H -3.26749 0.55610 4.90326
H -1.24599 -0.09450 3.64066
H 1.29541 -5.99770 -1.47134
H 2.97971 -6.72520 0.24636
H 3.81131 -5.00540 1.85776
H 2.90901 -2.69390 1.69436
C 3.25881 -1.09780 -4.17364
C 3.93781 -1.52310 -3.04344
C 3.49521 -1.17050 -1.78574
C 2.33731 -0.39300 -1.62734
C 1.65251 0.01600 -2.77884
C 2.11271 -0.32830 -4.03014
N 1.79191 -0.14620 -0.39844
C 2.51201 0.10380 0.67416
C 3.80501 0.71390 0.64476
C 4.48701 1.00500 1.78696
C 3.95561 0.67450 3.05056
C 2.74001 0.06510 3.13786
C 1.98021 -0.23360 1.97766
N 0.86981 -0.97080 1.97136
N 0.51841 -1.62110 3.04466
C -0.49279 -2.51750 2.86156
C -0.92009 -3.24730 3.98686
C -1.90479 -4.19420 3.83616
C -2.47609 -4.38330 2.58016
C -2.01909 -3.60550 1.52836
N -1.05219 -2.71920 1.65626
H 3.61151 -1.37530 -5.15704
H 4.82101 -2.14050 -3.14524
H 4.00381 -1.54190 -0.90694
H 0.74961 0.59860 -2.65884
H 1.57071 -0.00230 -4.90674
H 4.20911 0.98430 -0.32184
H 5.44651 1.50270 1.73286
H 4.52281 0.90750 3.94086
H 2.31371 -0.20920 4.09206
H -0.45659 -3.05050 4.94036
H -2.24109 -4.77500 4.68586
H -3.25109 -5.11740 2.43086
H -2.45549 -3.69330 0.53756
C 2.24391 4.03090 0.71416
C 1.24761 3.92610 -0.42504
C 1.97441 3.58140 -1.71524
Sb -0.31689 2.35770 -0.01364
C -1.21969 3.32140 1.80986
C -0.41209 2.88490 3.02316
C -1.38699 4.83190 1.80356
C -1.80729 3.09740 -1.51514
C -1.61319 2.34320 -2.82134
C -1.82609 4.59230 -1.78904
H 3.05281 4.71440 0.45096
H 2.68481 3.06300 0.93826
H 1.77421 4.40940 1.61636
H 0.73471 4.88400 -0.54464
H 2.50291 2.63340 -1.62304
H 2.70871 4.35420 -1.95794
H 1.27921 3.49970 -2.54854
H -2.21139 2.86030 1.86576
H 0.54641 3.39900 3.05806
H -0.22029 1.81560 2.99056
H -0.95139 3.11400 3.94536
H -0.45199 5.33220 1.55946
H -1.70839 5.17710 2.79046
H -2.14479 5.13550 1.08636
H -2.76449 2.79500 -1.08184
H -0.68699 2.64100 -3.31464
H -2.43869 2.55350 -3.50364
H -1.59189 1.26910 -2.65674
H -0.88729 4.92020 -2.23224
H -2.00079 5.16800 -0.88564
H -2.62779 4.82400 -2.49384

=====

# 2
A structure of composition C44H46FGeN4O4Si2Tc. Source: the Open Molecules 2025 dataset; level of theory: ωB97M-V with the def2-TZVPD basis set.

Summary:
* HOMO energy: -7.495 eV
* net charge: 0
* molecular weight: 940.66 g/mol
* frontier orbital gap: 5.7 eV
* energy: -137713.768 eV

Positions of all 103 atoms, in Å:
Tc 0.21088 0.38301 -0.47275
C -0.23168 4.38331 -1.61665
C -0.14195 3.22361 -2.54630
C -0.23160 3.43910 -3.97159
C -0.17799 2.36429 -4.86921
C 0.11044 1.10499 -4.33140
C 0.22519 0.96744 -2.97627
N 0.03028 1.98371 -2.11825
N 0.49817 -0.23256 -2.27221
Si 0.49457 -1.82632 -3.03130
C 2.00700 -1.91923 -4.13685
C 0.64311 -3.06323 -1.62311
C -1.12571 -2.14460 -3.83044
H 0.45278 4.29188 -0.76969
H -1.26917 4.47266 -1.28399
H -0.03933 5.29823 -2.18293
H -0.27465 4.49805 -4.23174
H -0.26509 2.54353 -5.95038
H 0.14929 0.25715 -5.02326
H 2.92604 -2.13690 -3.56890
H 2.20557 -0.97763 -4.65899
H 1.87335 -2.67727 -4.90235
H 1.52570 -2.96953 -1.00159
H 0.61577 -4.12757 -2.06646
H -0.26875 -2.96673 -1.07891
H -1.35575 -3.19038 -4.01595
H -1.31882 -1.56890 -4.74788
H -1.91761 -1.74170 -3.13673
O -3.53954 5.62367 2.25962
C -2.37730 5.75804 1.91448
O -1.59867 6.70620 1.71593
C -1.78991 4.33977 1.55793
C -0.64134 3.82167 2.12778
C -0.15182 2.56612 1.80147
N -0.76533 1.88859 0.83603
C -1.92379 2.36154 0.28734
C -2.47748 3.55322 0.68502
C -2.54882 1.43820 -0.78143
O -3.53504 1.74686 -1.40803
O -1.82722 0.35645 -0.97734
H -0.05639 4.32970 2.84649
H 0.75315 2.18405 2.23644
H -3.43927 3.84215 0.30761
C 2.13947 -0.61916 2.61008
Si 3.18650 -0.02314 1.17100
C 4.06155 -1.33708 0.21145
C 4.32823 1.36572 1.61135
N 2.06454 0.78162 -0.00742
C 2.62228 1.73488 -0.92121
C 3.13907 1.31095 -2.12875
C 3.51433 2.24554 -3.10376
C 3.47787 3.60226 -2.76926
C 3.08400 4.02436 -1.51770
C 2.70859 3.05686 -0.57975
F 2.13523 3.46807 0.58592
H 2.62279 -0.44070 3.59331
H 1.84537 -1.69638 2.58984
H 1.23339 -0.05701 2.59091
H 4.85751 -1.83416 0.75581
H 4.48162 -0.83973 -0.68196
H 3.35495 -2.05017 -0.18836
H 4.90264 1.16295 2.52355
H 3.73955 2.26110 1.71913
H 4.97023 1.59998 0.78200
H 3.07825 0.24278 -2.29596
H 3.78057 1.94355 -4.14341
H 3.83565 4.32487 -3.52969
H 3.06641 5.05271 -1.24232
C -0.02905 -1.04500 0.53269
Ge -1.26954 -2.07779 1.61169
C -2.60639 -2.73192 0.34702
C -3.80060 -2.03752 0.02909
C -4.71526 -2.54211 -0.86368
C -4.48856 -3.80240 -1.41784
C -3.26855 -4.51004 -1.16541
C -2.34384 -3.96058 -0.27753
C -1.82951 -0.65557 2.83512
C -1.00611 -0.60757 3.97938
C -1.16843 0.45219 4.88661
C -2.12407 1.41258 4.70008
C -2.90299 1.41216 3.57445
C -2.73365 0.42378 2.60424
C -0.38992 -3.59682 2.51626
C -1.23324 -4.38249 3.27916
C -0.73175 -5.56653 3.84423
C 0.61935 -5.83521 3.78828
C 1.45495 -5.00862 3.05079
C 0.96267 -3.95418 2.33730
H -4.05563 -1.05740 0.45827
H -5.60401 -1.96059 -1.07755
H -5.15458 -4.28603 -2.16437
H -3.08812 -5.47772 -1.54556
H -1.43801 -4.51951 -0.04051
H -0.35640 -1.40258 4.25834
H -0.51984 0.48999 5.78134
H -2.33749 2.18744 5.43677
H -3.57769 2.26017 3.42102
H -3.36580 0.41939 1.75002
H -2.26819 -4.01835 3.47238
H -1.43167 -6.21419 4.38083
H 0.98040 -6.73044 4.29342
H 2.52109 -5.16172 3.04344
H 1.63851 -3.38018 1.71215

=====

# 3
A structure of composition C44H46N7O3Se2TaTe. Source: the Open Molecules 2025 dataset; level of theory: ωB97M-V with the def2-TZVPD basis set.

Summary:
* HOMO energy: -12.129 eV
* net charge: +2
* molecular weight: 1187.37 g/mol
* frontier orbital gap: 6.2 eV
* energy: -202473.883 eV

Positions of all 104 atoms, in Å:
Ta 0.07774 -0.38176 -0.79256
C 1.51830 -3.46506 -2.22236
N 1.95735 -2.10510 -1.84352
C 3.22885 -2.30953 -1.08711
C 2.37460 -1.31315 -2.99260
C 2.96634 -1.87857 -4.10955
C 3.53160 -1.07427 -5.08916
C 3.54756 0.29776 -4.90959
C 2.94151 0.86837 -3.79985
C 2.30086 0.06992 -2.85178
N 1.50370 0.61913 -1.79631
C 1.63118 2.06184 -1.65290
C 0.98720 2.89443 -2.56691
C 1.07500 4.26863 -2.48287
C 1.81243 4.83849 -1.45431
C 2.47471 4.02804 -0.55194
C 2.42536 2.63269 -0.64414
N 3.18156 1.81968 0.23784
C 3.48904 2.41456 1.53189
C 4.40638 1.29859 -0.37270
H 2.36022 -4.06507 -2.57202
H 0.77249 -3.42887 -3.00972
H 1.11903 -3.97054 -1.34454
H 3.93510 -2.82879 -1.73944
H 3.04479 -2.90774 -0.19873
H 3.65064 -1.35933 -0.78864
H 3.01240 -2.95249 -4.22126
H 3.98480 -1.52330 -5.96185
H 4.02784 0.93753 -5.63750
H 2.95549 1.94172 -3.68804
H 0.39200 2.44895 -3.35159
H 0.56761 4.88922 -3.20927
H 1.89176 5.91438 -1.36761
H 3.07391 4.48502 0.22205
H 4.24652 3.20510 1.47301
H 3.87683 1.63356 2.18688
H 2.58372 2.81962 1.98320
H 5.14764 2.09288 -0.52772
H 4.19625 0.84193 -1.33536
H 4.84044 0.54792 0.28971
Se -0.90646 -2.89705 -0.03594
Se -1.81670 -3.66198 -2.03641
C -1.40278 -2.24643 -3.24982
C -2.06685 -2.39628 -4.45953
C -1.86411 -1.47362 -5.46570
C -1.01458 -0.41091 -5.21125
C -0.40308 -0.33327 -3.97999
N -0.55159 -1.24006 -2.99207
C -2.59062 -2.76995 0.95567
C -2.96901 -3.96390 1.55282
C -4.17792 -3.97464 2.23335
C -4.92324 -2.80893 2.28563
C -4.42412 -1.67151 1.66589
N -3.26648 -1.64832 1.00773
H -2.74869 -3.22588 -4.59708
H -2.37301 -1.57399 -6.41482
H -0.82368 0.35667 -5.94704
H 0.23599 0.50331 -3.76710
H -2.34573 -4.84580 1.49276
H -4.52632 -4.87970 2.71238
H -5.87434 -2.77559 2.79822
H -4.97501 -0.73854 1.69346
C -2.37982 2.93449 4.45767
N -2.10454 1.74029 3.66689
N -1.73215 1.81364 2.35063
C -1.29026 0.58486 1.96459
O -0.95789 0.38616 0.73806
C -1.35192 -0.25690 3.07222
C -1.84392 0.50376 4.11526
C -2.04370 0.13057 5.54051
C -2.16073 2.88779 1.50390
C -3.52051 3.15242 1.40091
C -3.94320 4.19078 0.58807
C -3.00922 4.93894 -0.11823
C -1.65576 4.65436 -0.01313
C -1.21913 3.62328 0.80680
H -2.20677 3.81076 3.84063
H -1.71228 2.96496 5.31632
H -3.41474 2.93710 4.79432
H -1.07954 -1.29433 3.11758
H -1.90366 -0.94076 5.66041
H -3.04279 0.39494 5.88706
H -1.32150 0.64318 6.17937
H -4.23151 2.55227 1.95578
H -4.99745 4.41712 0.50504
H -3.34107 5.75217 -0.74976
H -0.93223 5.23551 -0.56482
H -0.16616 3.38931 0.89904
Te 1.85549 -0.67041 1.35802
C 1.32524 -2.31883 2.61741
C 1.28948 -3.62753 2.14260
C 1.10738 -4.69491 3.01416
C 0.99053 -4.46774 4.37693
C 1.06945 -3.17013 4.86478
C 1.23500 -2.10407 3.99200
H 1.42257 -3.83259 1.08796
H 1.08222 -5.70586 2.62767
H 0.86512 -5.29824 5.05850
H 1.01718 -2.98895 5.93096
H 1.30607 -1.09574 4.38252
O -2.14412 -0.40422 -1.34404
C -2.12013 0.81847 -1.60247
O -1.01608 1.43255 -1.50639
H -3.02534 1.35148 -1.90799

=====

# 4
A structure of composition C44H47AsBrF4N4O3P3Pd. Source: the Open Molecules 2025 dataset; level of theory: ωB97M-V with the def2-TZVPD basis set.

Summary:
* HOMO energy (alpha / beta): -13.246 / -13.244 eV
* net charge: +2
* molecular weight: 1110.05 g/mol
* frontier orbital gap (alpha / beta): 8.8 / 5.9 eV
* energy: -231582.261 eV
* 2S+1: 3

Positions of all 108 atoms, in Å:
Pd -0.12081 0.04792 -0.26372
F -3.68058 6.32429 -0.57856
C -2.70314 5.44903 -0.46203
C -1.52523 5.79959 0.16860
F -1.37280 7.02026 0.64810
C -0.50031 4.87345 0.28824
F 0.62067 5.29627 0.87070
C -0.62753 3.57722 -0.18712
P 0.68595 2.32311 -0.06299
C 1.75366 2.70769 -1.47330
C 2.57279 3.83683 -1.43164
C 3.36420 4.16086 -2.52417
C 3.33802 3.36649 -3.66273
C 2.51444 2.24778 -3.71261
C 1.72797 1.91732 -2.61974
C 1.53706 2.65573 1.47640
C 0.75955 2.89975 2.61073
C 1.36927 3.09050 3.83816
C 2.75589 3.02760 3.94020
C 3.52818 2.76576 2.81698
C 2.92210 2.57218 1.58271
C -1.81692 3.26639 -0.84025
Br -2.08240 1.58762 -1.65534
C -2.84509 4.17132 -0.98106
F -3.97006 3.85285 -1.60704
H 2.58950 4.47113 -0.55379
H 3.99656 5.03858 -2.48643
H 3.95398 3.62389 -4.51492
H 2.48471 1.63444 -4.60423
H 1.09971 1.03682 -2.66809
H -0.32190 2.94869 2.53591
H 0.76781 3.29485 4.71436
H 3.23288 3.18591 4.89938
H 4.60635 2.71234 2.89924
H 3.52779 2.36142 0.70915
C 4.94051 0.56403 -1.00411
N 4.70599 -0.53053 -0.04435
C 5.83493 -1.46790 0.00411
P 3.19095 -0.91191 0.39413
O 2.20762 -0.02265 -0.30296
O 2.98763 -2.44594 -0.09458
P 1.61772 -2.98161 -0.76308
O 0.42980 -2.24074 -0.22398
N 1.86458 -2.80428 -2.36608
C 0.66846 -2.54337 -3.17654
C 3.11053 -2.27172 -2.92848
N 1.52663 -4.55893 -0.41166
C 0.95908 -4.99243 0.87148
C 2.56119 -5.45608 -0.93906
N 2.97942 -0.96131 2.01675
C 3.71403 -1.95297 2.81757
C 1.60471 -0.80248 2.51372
H 5.71708 1.22650 -0.61895
H 4.03670 1.13832 -1.18546
H 5.28432 0.14781 -1.95463
H 6.74060 -0.92275 0.26626
H 5.98205 -1.93558 -0.97302
H 5.69552 -2.25456 0.73496
H -0.11976 -3.26474 -2.95875
H 0.93735 -2.64480 -4.22695
H 0.27295 -1.53666 -3.01332
H 3.96462 -2.55710 -2.32164
H 3.08206 -1.17957 -3.00904
H 3.25209 -2.69141 -3.92360
H 0.27534 -4.24336 1.26137
H 1.75030 -5.18081 1.60398
H 0.40454 -5.91776 0.71806
H 2.86890 -5.14109 -1.93384
H 2.14863 -6.46098 -1.02017
H 3.43415 -5.48687 -0.28116
H 4.72449 -2.10306 2.45732
H 3.19791 -2.91807 2.81876
H 3.78487 -1.58889 3.84100
H 1.16314 0.12053 2.14670
H 1.65189 -0.72745 3.60006
H 0.96881 -1.65486 2.25542
C -6.14905 0.88706 1.39450
C -6.08608 0.20708 0.18626
C -4.91398 -0.43481 -0.19774
C -3.80848 -0.38814 0.64241
C -3.86458 0.30101 1.85146
C -5.03805 0.93577 2.22853
As -2.16990 -1.30110 0.21475
C -2.55595 -2.44367 -1.26585
C -2.72600 -2.10141 -2.59626
C -3.03570 -3.10009 -3.51020
C -3.15823 -4.41667 -3.07688
C -2.98030 -4.74871 -1.74027
C -2.67672 -3.75737 -0.81588
C -2.46958 -3.95920 0.64063
C -2.57697 -5.16942 1.31253
C -2.34926 -5.22288 2.68168
C -2.01536 -4.07637 3.39506
C -1.91368 -2.85577 2.73740
C -2.14917 -2.81814 1.37633
H -7.06709 1.37813 1.69034
H -6.95331 0.16845 -0.46050
H -4.88007 -0.97054 -1.13768
H -3.00000 0.34449 2.50522
H -5.08872 1.46370 3.17231
H -2.62469 -1.07583 -2.93185
H -3.18450 -2.85514 -4.55351
H -3.39934 -5.19432 -3.78986
H -3.08325 -5.78001 -1.42665
H -2.83981 -6.07359 0.77658
H -2.43734 -6.16958 3.19906
H -1.84534 -4.13121 4.46243
H -1.66290 -1.95900 3.29003